(1)
# C6H8O3

C6H8O3 as an isolated structure (ωB97M-V/def2-TZVPD, the OMol25 dataset).

Properties
gap between HOMO and LUMO: 9.010 eV
E: -459.0139 hartree
charge: 0
ΔE to the lowest compared entry with this formula, charge and spin: 3.708 eV

```
17
Properties=species:S:1:pos:R:3:forces:R:3
C 1.182656 0.081633 -0.627104 -0.648 -0.501 -0.622
C -0.390737 1.309877 1.086993 0.360 0.695 -1.054
C 0.773888 -1.288116 -0.076367 -0.099 0.325 0.184
C -0.738498 -1.082345 -0.002466 -1.011 -1.161 1.544
C -1.446772 0.401248 1.361633 0.069 -2.257 -1.766
C -0.179516 0.806948 -0.443136 1.234 3.457 0.780
O 1.483788 0.014346 -1.997819 -0.065 0.085 -0.030
O -2.482938 0.178573 1.818614 -0.091 0.270 0.267
O -0.706011 1.479122 -1.331323 0.190 -1.202 0.673
H 0.905186 0.654836 -2.445698 0.055 -0.061 0.086
H 1.997760 0.578960 -0.083068 -0.212 0.118 -0.009
H 0.487132 1.082091 1.690477 0.048 -0.063 -0.032
H -0.686251 2.360865 1.171883 0.142 -0.032 0.060
H 1.221698 -1.477437 0.901414 -0.118 0.003 0.041
H 1.076119 -2.099654 -0.739874 0.010 0.095 -0.032
H -1.251374 -1.221654 -0.952506 0.080 0.359 -0.153
H -1.246129 -1.779294 0.668348 0.056 -0.131 0.064
```
Positions in Å, forces in eV/Å.

(2)
# C34H33BF5O

A 6-piece molecular cluster, C34H33BF5O overall (ωB97M-V/def2-TZVPD, the OMol25 dataset).

Properties
gap between HOMO and LUMO: 4.366 eV
E: -1914.7820 hartree
charge: -1

```
74
Properties=species:S:1:pos:R:3:forces:R:3
C 2.236426 0.357892 0.138833 0.464 -0.130 0.664
C 2.021290 -1.008527 0.315757 -0.050 -0.104 0.627
C 0.774547 -1.657917 0.228146 -0.116 0.223 -2.323
B -0.226906 -0.558335 -0.232951 -0.081 0.079 0.643
C -1.129768 0.261980 0.820270 0.660 -0.341 -0.831
O -0.422982 -0.205928 -1.589929 0.340 -0.497 0.061
H 2.899914 0.876709 0.827307 0.543 0.030 -0.450
H 1.854750 0.939037 -0.681787 -0.724 0.051 0.145
H 2.890692 -1.626182 0.593011 -0.032 0.037 0.483
H 0.814765 -2.531321 -0.448415 -0.030 -0.479 0.568
H -2.166538 0.188764 0.484322 -0.188 0.050 0.201
H -0.802992 1.296086 0.767424 -0.189 0.225 0.266
H -0.984648 -0.159022 1.808688 -0.155 0.210 0.242
H -0.454635 0.749952 -1.617075 -0.459 0.317 -0.173
F 3.197727 2.210968 -2.241240 0.143 0.136 -0.077
C 2.370887 2.307387 -3.286933 -0.104 -0.040 -0.018
C 2.515902 1.428929 -4.342399 0.087 -0.099 -0.062
C 1.648309 1.529937 -5.418802 -0.027 0.083 0.037
C 0.657448 2.502340 -5.432835 -0.032 -0.001 -0.059
C 0.530969 3.375248 -4.361652 0.039 -0.057 -0.028
C 1.388795 3.278985 -3.275712 -0.055 0.110 0.072
H 3.293634 0.678553 -4.309140 -0.020 -0.017 0.058
H 1.743551 0.842346 -6.248563 0.010 -0.018 -0.001
H -0.017401 2.575979 -6.275426 -0.010 -0.003 0.001
H -0.240569 4.133970 -4.368813 -0.016 0.006 0.017
H 1.302709 3.941319 -2.424629 0.028 -0.026 0.022
F -0.828752 3.364371 1.911388 0.111 0.142 0.079
C -2.101591 3.770720 1.849720 -0.173 -0.001 -0.021
C -2.878562 3.725306 2.990852 0.026 -0.034 0.140
C -4.198875 4.144583 2.918904 0.049 -0.001 -0.106
C -4.724444 4.592803 1.715331 -0.149 0.033 0.016
C -3.927312 4.628115 0.580401 0.002 -0.016 0.055
C -2.604252 4.218522 0.643599 0.064 0.017 -0.139
H -2.450212 3.359306 3.913980 0.030 -0.014 -0.020
H -4.819938 4.114342 3.804282 0.001 -0.013 0.016
H -5.757873 4.910048 1.660031 -0.004 -0.002 -0.015
H -4.339559 4.970964 -0.359614 -0.005 0.011 -0.010
H -1.963402 4.237969 -0.227570 0.021 -0.046 0.013
F 3.958315 -5.010340 6.116868 -0.003 -0.004 0.003
C 3.587391 -4.851699 4.820312 -0.048 0.033 -0.120
C 4.251332 -5.566397 3.846956 0.135 -0.122 0.030
C 3.861644 -5.402656 2.524109 -0.074 0.050 0.010
C 2.832373 -4.531223 2.198300 0.011 -0.001 -0.123
C 2.183975 -3.812439 3.194457 0.022 -0.104 -0.029
C 2.560163 -3.980839 4.520416 -0.103 0.121 0.107
H 5.055529 -6.235904 4.123326 -0.010 0.006 0.021
H 4.366098 -5.958582 1.744389 0.034 0.012 -0.009
H 2.535542 -4.404088 1.165543 -0.024 0.090 0.008
H 1.389650 -3.127406 2.923036 0.037 0.045 -0.046
H 2.065157 -3.441390 5.317416 0.030 0.007 0.010
F -7.243517 4.547153 -0.973256 0.001 0.028 0.003
C -7.574783 3.296236 -0.585797 0.002 -0.166 0.061
C -6.767281 2.243668 -0.964844 0.148 0.051 -0.108
C -7.105737 0.963095 -0.556044 -0.079 0.007 0.035
C -8.242290 0.751960 0.212544 -0.015 -0.036 0.010
C -9.040361 1.826261 0.578786 0.070 -0.041 -0.030
C -8.705425 3.113210 0.183266 -0.105 0.138 0.042
H -5.887182 2.429203 -1.565678 0.014 0.018 0.030
H -6.476945 0.129419 -0.836523 0.026 0.004 -0.008
H -8.502642 -0.249238 0.528010 0.001 -0.006 0.007
H -9.926800 1.664462 1.177308 -0.007 0.013 0.018
H -9.307376 3.966507 0.466234 0.011 0.011 -0.024
F 5.899282 -5.852061 -2.507154 0.007 -0.011 -0.006
C 5.909512 -4.757050 -1.707936 -0.022 0.116 0.089
C 4.924141 -3.803598 -1.864722 -0.073 -0.039 -0.098
C 4.937815 -2.686642 -1.041392 -0.016 0.054 -0.034
C 5.932714 -2.539586 -0.084562 0.046 0.021 0.043
C 6.913992 -3.510699 0.052650 -0.083 0.043 -0.035
C 6.906207 -4.635109 -0.762386 0.125 -0.121 0.027
H 4.158690 -3.937360 -2.617523 -0.008 -0.018 0.014
H 4.167935 -1.930710 -1.139919 -0.011 0.000 0.005
H 5.934701 -1.667353 0.555035 -0.035 0.006 0.006
H 7.689970 -3.396320 0.798184 0.006 -0.021 0.018
H 7.657103 -5.408682 -0.668174 -0.009 -0.006 -0.025
```
Positions in Å, forces in eV/Å.

(3)
# C20H25N5O7S

One molecule with the formula C20H25N5O7S (ωB97M-V/def2-TZVPD, the OMol25 dataset).

Properties
gap between HOMO and LUMO: 9.258 eV
E: -1975.8015 hartree
SMILES string: O=C(NCCCn1ccnc1)C(=O)NC[C@@H]1OCCN1S(=O)(=O)c1ccc2c(c1)OCCO2
charge: 0
ΔE to the lowest compared entry with this formula, charge and spin: 0.000 eV

```
58
Properties=species:S:1:pos:R:3:forces:R:3
O -3.017592 -3.134369 0.529661 -0.061 0.007 0.215
C -2.484945 -2.599587 -0.422070 0.133 -0.220 -0.174
N -1.403893 -3.035909 -1.082369 0.162 0.259 -0.334
C -0.520492 -4.081417 -0.640471 0.167 -0.183 0.143
C 0.840794 -3.506934 -0.235658 -0.196 0.015 0.217
C 0.725124 -2.705138 1.057790 -0.464 -0.378 -0.170
N 1.890041 -1.894758 1.323480 0.141 0.215 0.057
C 1.948252 -0.923351 2.282111 0.161 0.194 0.272
C 3.216060 -0.420806 2.239370 -0.241 -0.122 0.221
N 3.930923 -1.057172 1.274652 0.452 -0.149 -0.113
C 3.111770 -1.931540 0.749863 0.145 -0.090 -0.135
C -2.994853 -1.289040 -1.028211 -0.255 -0.008 -0.243
O -2.475087 -0.808684 -2.022619 -0.085 -0.023 -0.091
N -4.044730 -0.787292 -0.365955 -0.068 -0.149 0.354
C -4.460685 0.579264 -0.527252 0.092 0.564 -0.014
C -3.603378 1.518377 0.338614 -0.616 -0.918 0.352
O -4.166511 2.802418 0.365145 -0.117 -0.206 -0.230
C -3.099823 3.730646 0.380050 0.431 0.183 0.067
C -2.033656 3.052459 -0.486071 -0.133 0.645 -0.192
N -2.251320 1.644146 -0.205295 0.996 -0.594 0.421
S -1.092053 0.974963 0.820455 0.030 0.179 -0.437
O -1.485679 -0.395680 1.010343 -0.095 -0.025 0.036
O -0.938127 1.777208 2.001617 0.272 0.252 0.057
C 0.399894 1.005201 -0.141790 -0.508 0.184 0.314
C 0.443786 0.300186 -1.331020 0.032 -0.090 -0.214
C 1.648849 0.195043 -1.997470 0.064 0.085 0.140
C 2.801452 0.778653 -1.476092 -0.073 0.156 0.121
C 2.739570 1.494525 -0.268552 -0.240 -0.189 -0.198
C 1.522369 1.603490 0.392042 0.214 0.156 -0.063
O 3.842181 2.063335 0.284823 -0.306 0.162 0.118
C 5.049077 1.489406 -0.191260 0.383 -0.348 -0.408
C 5.025774 1.443707 -1.716171 0.311 0.401 0.428
O 3.959258 0.632483 -2.172388 -0.404 -0.222 0.012
H -1.102492 -2.441957 -1.846390 -0.149 -0.027 0.103
H -0.389642 -4.809154 -1.448185 -0.040 0.008 0.164
H -1.003068 -4.572529 0.207552 0.038 -0.070 -0.098
H 1.552918 -4.324850 -0.112247 0.057 0.008 -0.078
H 1.197130 -2.854312 -1.036631 0.074 -0.022 -0.048
H 0.571354 -3.390580 1.900301 -0.011 0.065 -0.107
H -0.143059 -2.039069 1.008289 0.217 -0.167 0.019
H 1.097236 -0.669151 2.879024 -0.232 0.036 0.149
H 3.658332 0.354629 2.831310 -0.011 0.213 0.170
H 3.384699 -2.601530 -0.039471 -0.088 -0.208 -0.203
H -4.249599 -1.263675 0.505676 0.032 -0.034 -0.140
H -5.506382 0.693486 -0.238607 0.031 -0.042 -0.074
H -4.326666 0.851709 -1.576308 -0.123 0.053 0.099
H -3.525868 1.099124 1.358245 -0.210 0.115 -0.147
H -2.723753 3.865051 1.402596 -0.063 0.043 -0.111
H -3.471629 4.673449 -0.018153 0.086 -0.024 0.026
H -2.205888 3.232452 -1.550759 0.088 0.064 0.096
H -1.016308 3.332467 -0.216950 -0.024 0.177 -0.118
H -0.463396 -0.130763 -1.721607 -0.088 -0.106 -0.147
H 1.730376 -0.337918 -2.931419 -0.009 -0.055 -0.137
H 1.463063 2.129540 1.330267 0.077 0.074 0.151
H 5.855619 2.125110 0.173750 -0.020 -0.046 -0.080
H 5.142598 0.472378 0.215452 0.053 0.258 -0.087
H 5.938814 1.000625 -2.115969 -0.048 0.079 0.069
H 4.904901 2.460767 -2.113212 0.032 -0.132 -0.005
```
Positions in Å, forces in eV/Å.